Entry 1:
Entry from the OMol25 dataset: C3HO2Pt as an isolated structure (wB97M-V/def2-TZVPD).

```
7
Properties=species:S:1:pos:R:3
O 0.4016 1.1697 -0.4848
O -1.0432 0.0304 0.7155
C -0.0947 0.0643 -0.1222
Pt -0.9243 1.8816 0.6182
C 1.0831 -2.2511 -0.4003
C 0.4945 -1.1859 -0.5892
H 1.6256 -2.1439 -1.4808
```

Computed properties:
HOMO (spin up / spin down) ... -15.3 / -15.9 eV
Spin multiplicity ... 3
LUMO (spin up / spin down) ... -6.892 / -8.834 eV
Largest force on an atom ... 0.226 Eh/bohr
Charge ... +1
<S²> ... 2.01
E_tot ... -10451.245 eV
ΔE to the lowest compared entry with this formula, charge and spin ... 45.23 kcal/mol
Frontier orbital gap (spin up / spin down) ... 8.4 / 7.0 eV

Entry 2:
Entry from the OMol25 dataset: C3HO2Pt as an isolated structure (wB97M-V/def2-TZVPD).

```
7
Properties=species:S:1:pos:R:3
C -2.4343 -0.4636 0.0007
H -3.3450 -1.0375 -0.0392
C -1.4392 0.2188 0.0653
O 0.2829 1.3783 0.0831
C 1.3598 0.8995 0.0408
Pt 3.4797 -0.9794 -0.1055
O 2.0961 -0.0161 -0.0451
```

Computed properties:
HOMO (spin up / spin down) ... -20.0 / -19.8 eV
Spin multiplicity ... 4
LUMO (spin up / spin down) ... -9.829 / -13.891 eV
Largest force on an atom ... 0.230 Eh/bohr
Charge ... +2
<S²> ... 3.77
E_tot ... -10435.973 eV
ΔE to the lowest compared entry with this formula, charge and spin ... 0.00 kcal/mol
Frontier orbital gap (spin up / spin down) ... 10.1 / 5.9 eV

Entry 3:
Entry from the OMol25 dataset: a 2-piece molecular cluster, C3HO2S3 overall (wB97M-V/def2-TZVPD).

```
9
Properties=species:S:1:pos:R:3
C 1.9813 -1.0214 -1.0188
C -2.6969 0.4985 0.2642
C 1.3567 -0.3045 -0.0569
O -3.0635 -0.3315 -0.4727
O -2.5614 1.3857 1.0087
S 2.9205 -2.0571 -1.6640
S -0.0628 -0.9789 0.5221
S 1.6738 1.4199 0.4237
H 0.4524 1.3894 0.9938
```

Computed properties:
HOMO ... -2.7 eV
LUMO ... 3.233 eV
Largest force on an atom ... 0.078 Eh/bohr
Charge ... -1
E_tot ... -39728.600 eV
ΔE to the lowest compared entry with this formula, charge and spin ... 8.78 kcal/mol
Frontier orbital gap ... 5.9 eV

Entry 4:
Entry from the OMol25 dataset: C3HO2Tm as an isolated structure (wB97M-V/def2-TZVPD).

```
7
Properties=species:S:1:pos:R:3
C 2.2507 -0.3783 -2.1268
H 2.8866 -0.1114 -2.9547
C 1.5473 -0.6397 -1.1770
O -0.1700 -1.0103 1.1421
C -1.0477 -0.3379 1.4751
Tm -3.6120 1.9681 2.0914
O -1.8549 0.5094 1.5499
```

Computed properties:
HOMO (spin up / spin down) ... -23.6 / -22.1 eV
Spin multiplicity ... 4
LUMO (spin up / spin down) ... -13.264 / -16.345 eV
Largest force on an atom ... 0.070 Eh/bohr
Charge ... +3
<S²> ... 3.76
E_tot ... -36711.252 eV
ΔE to the lowest compared entry with this formula, charge and spin ... 13.15 kcal/mol
Frontier orbital gap (spin up / spin down) ... 10.4 / 5.8 eV

Entry 5:
Entry from the OMol25 dataset: C3HO2V as an isolated structure (wB97M-V/def2-TZVPD).

```
7
Properties=species:S:1:pos:R:3
C 1.7368 0.4152 -0.2181
C 0.5214 0.3034 -0.1207
V 3.6234 0.5088 -0.3205
O -1.6670 1.0940 0.0429
C -0.9178 0.1464 0.0549
O -1.3895 -1.0909 -0.1020
H -1.9073 -1.3769 0.6636
```

Computed properties:
HOMO (spin up / spin down) ... -14.1 / -14.1 eV
Spin multiplicity ... 4
LUMO (spin up / spin down) ... -8.546 / -7.221 eV
Largest force on an atom ... 0.060 Eh/bohr
Charge ... +1
<S²> ... 3.78
E_tot ... -32895.101 eV
ΔE to the lowest compared entry with this formula, charge and spin ... 69.00 kcal/mol
Frontier orbital gap (spin up / spin down) ... 5.5 / 6.9 eV

Entry 6:
Entry from the OMol25 dataset: an isolated ion of composition C3HOS4 and charge -1 (wB97M-V/def2-TZVPD).

```
9
Properties=species:S:1:pos:R:3
C -1.0795 0.0044 -0.4747
C 0.0950 -0.8714 -1.5832
C -2.3196 0.0296 -1.0335
O -0.5249 0.7447 0.4687
S 1.6008 -1.1193 -0.9634
S -4.0309 0.1959 -0.9417
S -0.5342 -1.3057 -3.0668
S -2.7013 -0.9032 -2.4160
H 0.4023 0.5181 0.7564
```

Computed properties:
HOMO ... -3.9 eV
LUMO ... 3.224 eV
Largest force on an atom ... 0.093 Eh/bohr
Charge ... -1
E_tot ... -48515.248 eV
ΔE to the lowest compared entry with this formula, charge and spin ... 42.70 kcal/mol
Frontier orbital gap ... 7.1 eV

Entry 7:
Entry from the OMol25 dataset: C3HoO2 as an isolated structure (wB97M-V/def2-TZVPD).

```
6
Properties=species:S:1:pos:R:3
O -0.5730 -1.3100 0.0091
C -3.0332 -0.3415 0.0336
C -2.2217 0.6299 0.0134
O -0.8758 0.8751 -0.0266
C -0.0151 -0.2164 -0.0610
Ho 2.5530 0.2537 0.2011
```

Computed properties:
HOMO (spin up / spin down) ... -6.6 / -8.0 eV
Spin multiplicity ... 6
LUMO (spin up / spin down) ... -0.339 / -1.922 eV
Largest force on an atom ... 0.089 Eh/bohr
<S²> ... 8.76
E_tot ... -32993.075 eV
Frontier orbital gap (spin up / spin down) ... 6.3 / 6.1 eV